1.
DFT (wB97M-V/def2-TZVPD) results for C29H19N5ORhS4 as an isolated structure at a distorted geometry.

The geometry in XYZ format:
```
59
Properties=species:S:1:pos:R:3
Rh -0.40 -1.02 0.76
C 3.64 -0.18 2.04
C 4.46 -1.04 1.29
C 3.86 -2.02 0.56
C 2.45 -2.15 0.53
N 1.67 -1.27 1.24
C 2.28 -0.34 1.98
N 2.00 -3.15 -0.21
C 0.74 -3.48 -0.43
N -0.37 -2.86 0.09
C -1.49 -3.56 -0.29
N -2.73 -3.31 0.06
C -3.16 -2.33 0.84
C -4.56 -2.34 1.09
C -5.13 -1.44 1.95
C -4.30 -0.51 2.59
C -2.96 -0.51 2.29
N -2.39 -1.36 1.42
C -1.09 -4.66 -1.12
C -1.80 -5.64 -1.79
C -1.09 -6.54 -2.57
C 0.30 -6.46 -2.68
C 1.02 -5.50 -2.01
C 0.32 -4.60 -1.22
H 4.07 0.62 2.63
H 5.53 -0.92 1.29
H 4.41 -2.73 -0.03
H 1.64 0.32 2.55
H -5.14 -3.09 0.57
H -6.20 -1.45 2.13
H -4.70 0.19 3.30
H -2.31 0.21 2.76
H -2.88 -5.69 -1.72
H -1.62 -7.31 -3.12
H 0.81 -7.18 -3.32
H 2.09 -5.42 -2.12
S -0.21 -0.12 -4.03
C -0.33 -0.19 -2.36
S -1.80 -0.40 -1.53
S 1.09 -0.03 -1.45
C 2.49 6.34 -1.61
C 1.88 7.70 -1.41
O 2.26 8.70 -1.93
S 0.47 7.79 -0.32
C 0.20 6.10 0.20
C 0.79 5.63 1.36
C 0.59 4.32 1.75
C -0.19 3.46 0.97
C -0.81 3.97 -0.19
C -0.61 5.27 -0.57
C -0.32 2.09 1.23
C -0.40 0.87 1.28
H 3.57 6.46 -1.70
H 2.10 5.93 -2.54
H 2.26 5.65 -0.80
H 1.42 6.29 1.94
H 1.07 3.94 2.64
H -1.42 3.30 -0.78
H -1.06 5.65 -1.48
```

Calculated values
* calculated total energy: -86229.797 eV
* ΔE to the lowest compared entry with this formula, charge and spin: 64.6 kcal/mol
* total charge: -1
* LUMO (spin up / spin down): 1.1 / 1.1 eV
* strongest force on any atom: 0.07105 Eh/bohr
* orbital gap (spin up / spin down): 0.2050 / 0.2041 Eh

***

2.
DFT (wB97M-V/def2-TZVPD) results for C29H20Br2N4O8Sn as an isolated structure.

The geometry in XYZ format:
```
64
Properties=species:S:1:pos:R:3
Sn 0.42 0.10 1.18
O -1.04 2.30 -3.92
C -1.45 3.19 -2.98
C -1.85 4.45 -3.43
C -2.33 5.38 -2.52
C -2.41 5.07 -1.17
C -1.99 3.82 -0.73
C -1.50 2.87 -1.62
C -1.01 1.52 -1.10
O -0.96 1.49 0.25
N -1.93 0.52 -1.71
N -1.64 -0.75 -1.28
C -2.61 -1.51 -1.02
C -2.43 -2.91 -0.60
Br -3.47 -3.30 0.96
C -1.75 -3.90 -1.16
C -0.90 -3.83 -2.37
C 0.10 -2.89 -2.52
C 0.87 -2.87 -3.68
C 0.66 -3.80 -4.68
C -0.33 -4.77 -4.52
C -1.09 -4.79 -3.37
H -0.88 1.45 -3.48
H -1.78 4.66 -4.49
H -2.64 6.36 -2.88
H -2.78 5.80 -0.46
H -1.99 3.55 0.31
H -0.04 1.31 -1.58
H -2.91 0.78 -1.54
H -3.65 -1.16 -1.08
H -1.83 -4.88 -0.70
H 0.30 -2.20 -1.71
H 1.66 -2.14 -3.78
H 1.27 -3.79 -5.57
H -0.50 -5.51 -5.29
H -1.86 -5.54 -3.24
O 2.68 3.45 -0.53
C 2.12 2.62 0.18
O 2.07 1.36 0.04
C 1.38 3.14 1.42
C 1.27 4.49 1.72
C 0.56 4.85 2.85
C -0.01 3.87 3.65
C 0.14 2.55 3.28
N 0.82 2.22 2.19
C -0.47 1.38 4.05
O -0.93 1.63 5.17
O -0.42 0.27 3.44
H 1.74 5.20 1.06
H 0.44 5.90 3.11
H -0.57 4.09 4.55
Br 3.35 0.19 4.06
C 3.09 -1.67 3.76
C 3.58 -2.57 4.70
C 3.40 -3.92 4.41
C 2.77 -4.28 3.24
C 2.29 -3.29 2.39
N 2.45 -2.00 2.67
C 1.53 -3.69 1.10
O 1.90 -4.77 0.61
O 0.65 -2.90 0.73
H 4.06 -2.23 5.60
H 3.76 -4.67 5.11
H 2.64 -5.31 2.94
```

Calculated values
* calculated total energy: -198658.393 eV
* ΔE to the lowest compared entry with this formula, charge and spin: 0.0 kcal/mol
* total charge: -2
* LUMO: 4.3 eV
* strongest force on any atom: 0.00647 Eh/bohr
* orbital gap: 0.2476 Eh

***

3.
DFT (wB97M-V/def2-TZVPD) results for a 2-piece molecular cluster, C29H20Cl4N2O2S overall at a distorted geometry.

The geometry in XYZ format:
```
58
Properties=species:S:1:pos:R:3
C 1.13 6.09 -0.29
C -0.19 5.72 0.00
C -0.50 4.38 0.25
C 0.50 3.41 0.21
C 0.12 1.95 0.52
C 0.37 1.60 1.98
C -0.27 0.47 2.49
C -0.07 0.06 3.80
C 0.83 0.75 4.62
C 1.48 1.89 4.12
C 1.25 2.31 2.80
C 0.82 0.91 -0.39
C 0.83 1.29 -1.86
C 1.53 0.23 -2.67
N 1.02 -1.08 -2.27
C 0.38 -1.28 -1.08
N 0.18 -0.39 -0.16
S -0.15 -2.96 -0.99
C 0.67 -3.36 -2.46
C 0.77 -4.60 -3.09
C 1.48 -4.68 -4.30
C 2.06 -3.54 -4.87
C 1.94 -2.29 -4.25
C 1.25 -2.23 -3.04
C 1.82 3.78 -0.06
C 2.14 5.12 -0.31
H 1.37 7.13 -0.50
H -0.98 6.47 0.03
H -1.53 4.07 0.47
H -0.96 1.85 0.33
H -0.89 -0.11 1.80
H -0.62 -0.80 4.18
H 1.03 0.41 5.63
H 2.18 2.45 4.74
H 1.76 3.20 2.42
H 1.89 0.88 -0.06
H -0.20 1.44 -2.19
H 1.35 2.24 -2.00
H 1.34 0.38 -3.74
H 2.61 0.27 -2.50
H 0.28 -5.45 -2.64
H 1.59 -5.65 -4.79
H 2.61 -3.61 -5.81
H 2.35 -1.38 -4.68
H 2.62 3.02 -0.06
H 3.17 5.39 -0.53
O -2.06 -1.46 0.07
C -2.62 -1.98 1.03
C -4.13 -1.71 1.19
O -4.60 -0.60 0.99
C -4.92 -2.89 1.54
Cl -6.59 -2.82 1.20
C -4.35 -3.96 2.21
Cl -5.31 -5.28 2.72
C -2.94 -3.95 2.51
Cl -2.29 -5.17 3.51
C -2.11 -2.97 1.96
Cl -0.43 -2.97 2.26
```

Calculated values
* calculated total energy: -98396.421 eV
* ΔE to the lowest compared entry with this formula, charge and spin: 1.5 kcal/mol
* total charge: 0
* SMILES string: c1ccc(C(c2ccccc2)[C@@H]2CCN3C(=N2)Sc2ccccc23)cc1.O=C1C(=O)C(Cl)=C(Cl)C(Cl)=C1Cl
* LUMO: -2.3 eV
* strongest force on any atom: 0.05539 Eh/bohr
* orbital gap: 0.1949 Eh

***

4.
DFT (wB97M-V/def2-TZVPD) results for C29H20FN4O4Ti as an isolated structure at a distorted geometry.

The geometry in XYZ format:
```
59
Properties=species:S:1:pos:R:3
Ti 10.53 6.98 11.85
C 11.93 8.77 15.86
C 11.09 8.09 16.72
C 9.94 7.41 16.23
C 9.79 7.33 14.87
N 10.69 7.86 14.07
C 11.74 8.59 14.49
C 8.63 6.64 14.26
C 7.65 5.93 14.93
C 6.53 5.45 14.20
C 6.46 5.72 12.86
C 7.53 6.37 12.21
N 8.58 6.75 12.93
C 7.62 6.82 10.79
C 6.47 6.94 10.00
C 6.49 7.78 8.91
C 7.69 8.35 8.52
C 8.80 8.12 9.30
N 8.76 7.39 10.41
H 12.82 9.20 16.34
H 11.15 8.29 17.78
H 9.27 6.97 16.93
H 12.32 9.09 13.77
H 7.67 5.97 15.98
H 5.75 4.91 14.73
H 5.57 5.47 12.32
H 5.53 6.58 10.37
H 5.49 7.96 8.48
H 7.82 9.15 7.79
H 9.70 8.62 9.11
O 12.46 4.37 14.34
C 12.18 5.26 13.61
O 10.97 5.47 13.03
C 13.12 6.33 13.11
C 14.43 6.56 13.46
C 15.12 7.61 12.85
C 14.44 8.42 11.90
C 13.15 8.10 11.58
N 12.55 7.11 12.23
C 12.27 8.95 10.72
O 12.65 9.73 9.90
O 11.00 8.75 11.03
H 14.96 5.97 14.15
H 16.17 7.89 13.09
H 15.00 9.20 11.43
F 11.23 7.18 4.91
C 11.18 6.80 6.19
C 12.34 6.85 6.91
C 12.32 6.48 8.25
C 11.12 6.01 8.84
C 11.00 5.62 10.30
C 10.01 5.90 8.03
C 9.98 6.29 6.70
H 13.26 7.19 6.47
H 13.22 6.60 8.79
H 11.80 5.04 10.66
H 10.14 4.91 10.45
H 9.14 5.41 8.45
H 9.13 6.04 6.07
```

Calculated values
* calculated total energy: -70378.845 eV
* ΔE to the lowest compared entry with this formula, charge and spin: 25.1 kcal/mol
* total charge: +1
* LUMO: -4.1 eV
* strongest force on any atom: 0.05501 Eh/bohr
* orbital gap: 0.2434 Eh

***

5.
DFT (wB97M-V/def2-TZVPD) results for C29H21AuF4GeN7O5S as an isolated structure at a distorted geometry.

The geometry in XYZ format:
```
69
Properties=species:S:1:pos:R:3
Au 0.29 0.61 -0.19
O 6.31 0.00 3.29
N 5.32 -0.08 3.97
O 5.31 -0.04 5.18
C 4.03 -0.20 3.31
C 2.92 -0.25 4.13
C 1.62 -0.28 3.63
C 0.46 -0.41 4.46
C -0.75 -0.50 3.91
C -0.93 -0.45 2.42
N 0.20 0.05 1.71
C 1.42 -0.13 2.24
C 2.56 -0.14 1.38
N 2.31 -0.12 0.05
C 3.30 -0.28 -0.80
C 4.62 -0.43 -0.39
C 4.92 -0.37 0.95
C 3.88 -0.22 1.89
H 3.08 -0.27 5.20
H 0.61 -0.45 5.53
H -1.64 -0.67 4.49
H -1.81 0.14 2.14
H 3.05 -0.27 -1.86
H 5.39 -0.59 -1.12
H 5.94 -0.44 1.29
C -2.14 -3.61 0.35
S -1.04 -2.21 0.48
O 0.34 -2.53 0.27
O -1.25 -1.81 2.01
O -1.55 -1.14 -0.34
H -1.69 -4.45 0.86
H -2.29 -3.83 -0.70
H -3.07 -3.31 0.81
C -4.29 0.02 -0.75
Ge -2.97 1.42 -1.25
C -2.56 1.35 -3.19
C -3.87 3.20 -0.90
C -1.38 1.79 -0.08
H -5.01 -0.08 -1.57
H -4.84 0.29 0.15
H -3.80 -0.93 -0.61
H -3.47 1.52 -3.75
H -2.17 0.37 -3.45
H -1.84 2.11 -3.48
H -4.81 3.22 -1.45
H -3.24 4.01 -1.25
H -4.07 3.33 0.16
H -1.70 1.82 0.96
H -1.01 2.78 -0.34
F 1.90 1.97 -6.92
C 0.99 1.01 -6.77
C 0.30 0.57 -7.89
F 0.59 1.13 -9.06
C -0.69 -0.44 -7.81
C -0.92 -0.97 -6.51
C -0.24 -0.51 -5.41
F -0.49 -1.08 -4.21
C 0.73 0.51 -5.49
C 1.38 1.03 -4.32
C 0.87 1.01 -3.07
N 0.46 1.19 -1.98
C 2.65 1.65 -4.38
N 3.71 2.08 -4.38
F -1.84 -1.92 -6.34
C -1.39 -0.89 -8.95
C -2.29 -1.96 -8.92
N -3.02 -2.85 -8.94
C -1.23 -0.32 -10.23
N -1.14 0.10 -11.29
```

Calculated values
* calculated total energy: -132979.920 eV
* ΔE to the lowest compared entry with this formula, charge and spin: 45.7 kcal/mol
* total charge: +1
* LUMO (spin up / spin down): -7.1 / -7.1 eV
* strongest force on any atom: 0.09058 Eh/bohr
* orbital gap (spin up / spin down): 0.1289 / 0.1288 Eh

***

6.
DFT (wB97M-V/def2-TZVPD) results for C29H21BN4O8Pt as an isolated structure at a distorted geometry.

The geometry in XYZ format:
```
64
Properties=species:S:1:pos:R:3
Pt 0.88 0.00 1.52
O -0.76 3.94 0.79
C -0.38 2.71 1.05
O 0.29 2.04 0.30
C -0.85 2.21 2.38
C -1.58 3.01 3.25
C -1.94 2.49 4.49
C -1.62 1.18 4.77
C -0.91 0.43 3.85
N -0.51 0.96 2.69
C -0.56 -1.03 3.99
O -0.87 -1.68 5.09
O -0.03 -1.62 3.08
H -0.39 4.24 -0.06
H -1.84 4.01 2.96
H -2.46 3.10 5.21
H -1.93 0.76 5.72
H -1.32 -1.16 5.77
C -5.51 1.20 -5.83
O -4.10 1.43 -5.88
C -3.26 0.42 -5.70
C -1.89 0.75 -5.74
C -0.93 -0.20 -5.54
C -1.32 -1.54 -5.26
C -2.69 -1.88 -5.29
C -3.65 -0.92 -5.49
N -0.41 -2.51 -5.05
N 0.77 -2.59 -4.56
C 1.11 -2.25 -3.30
C 2.47 -1.92 -3.06
C 2.88 -1.41 -1.87
C 1.96 -1.15 -0.83
O 2.35 -0.68 0.32
C 0.58 -1.49 -1.03
N -0.28 -1.21 -0.03
C -1.52 -1.66 -0.10
C -1.98 -2.44 -1.16
C -1.13 -2.70 -2.21
C 0.17 -2.16 -2.20
H -5.97 2.18 -5.75
H -5.79 0.59 -4.96
H -5.86 0.71 -6.74
H -1.62 1.78 -5.93
H 0.12 0.04 -5.59
H -2.97 -2.91 -5.13
H -4.69 -1.20 -5.50
H 3.17 -2.06 -3.87
H 3.92 -1.16 -1.70
H -2.17 -1.42 0.74
H -2.98 -2.84 -1.14
H -1.44 -3.35 -3.01
O 2.64 -0.47 3.75
B 2.28 0.55 2.89
O 3.06 1.66 3.05
C 4.01 1.30 4.01
C 5.05 2.05 4.51
C 5.85 1.42 5.46
C 5.62 0.10 5.85
C 4.56 -0.64 5.34
C 3.76 0.01 4.43
H 5.24 3.06 4.19
H 6.68 1.96 5.90
H 6.29 -0.36 6.57
H 4.38 -1.66 5.62
```

Calculated values
* calculated total energy: -56661.860 eV
* ΔE to the lowest compared entry with this formula, charge and spin: 8.2 kcal/mol
* total charge: +2
* spin multiplicity: 5
* LUMO (spin up / spin down): -6.8 / -8.2 eV
* strongest force on any atom: 0.02308 Eh/bohr
* orbital gap (spin up / spin down): 0.1954 / 0.1767 Eh

***

7.
DFT (wB97M-V/def2-TZVPD) results for a 3-piece molecular cluster, C29H21NO11P2 overall.

The geometry in XYZ format:
```
64
Properties=species:S:1:pos:R:3
O 1.66 -2.43 1.17
C 1.36 -3.15 2.10
C -0.06 -3.34 2.50
C -1.05 -2.72 1.75
C -2.38 -2.89 2.10
C -2.73 -3.68 3.18
C -1.74 -4.31 3.93
C -0.41 -4.14 3.59
C 0.64 -4.81 4.41
O 0.34 -5.48 5.39
C 2.06 -4.64 4.00
C 3.05 -5.29 4.73
C 4.38 -5.15 4.36
C 4.72 -4.37 3.25
C 3.74 -3.73 2.53
C 2.40 -3.86 2.90
H -0.78 -2.10 0.91
H -3.15 -2.39 1.52
H -3.77 -3.81 3.45
H -1.99 -4.93 4.78
H 2.77 -5.88 5.58
H 5.15 -5.65 4.93
H 5.76 -4.27 2.96
H 3.98 -3.12 1.67
O 3.55 1.73 -3.67
C 2.65 2.52 -3.50
C 2.41 3.64 -4.46
C 3.23 3.74 -5.58
C 3.02 4.76 -6.50
C 2.00 5.68 -6.30
C 1.19 5.58 -5.18
C 1.39 4.57 -4.26
C 0.51 4.49 -3.05
O -0.36 5.32 -2.86
C 0.73 3.37 -2.10
C -0.09 3.26 -0.99
C 0.09 2.21 -0.10
C 1.08 1.26 -0.32
C 1.91 1.37 -1.43
C 1.74 2.42 -2.32
H 4.02 3.02 -5.72
H 3.66 4.84 -7.37
H 1.83 6.47 -7.02
H 0.39 6.29 -5.00
H -0.87 3.99 -0.83
H -0.55 2.12 0.77
H 1.21 0.43 0.36
H 2.69 0.65 -1.62
N -3.36 3.34 1.83
P -4.24 2.45 0.96
O -5.19 3.26 -0.03
O -5.16 1.29 1.56
O -3.42 1.61 -0.18
C -2.65 0.55 0.15
O -2.44 0.19 1.27
O -2.10 0.04 -0.96
P -2.86 -0.98 -2.03
O -2.41 -2.39 -1.37
O -4.38 -0.94 -1.40
H -3.33 3.14 2.82
H -5.95 2.75 -0.33
H -5.73 1.64 2.26
H -3.16 -2.94 -1.10
H -4.98 -0.61 -2.07
```

Calculated values
* calculated total energy: -73009.419 eV
* total charge: 0
* SMILES string: O=C1c2ccccc2C(=O)c2ccccc21.O=C1c2ccccc2C(=O)c2ccccc21.N=P(O)(O)OC(=O)OP(O)O
* LUMO: -0.8 eV
* strongest force on any atom: 0.00852 Eh/bohr
* orbital gap: 0.3176 Eh